Run A
ORCA calculation (the ωB97M-V functional and the def2-TZVPD basis) on a cluster of 13 separate species, C37H108N18O13 in total.

```
! wB97M-V def2-TZVPD RIJCOSX def2/J DEFGRID3
* xyz 0 1
C 2.19796 2.31937 5.31928
C 2.02477 2.57191 6.81696
C 2.40956 1.37605 7.64103
O 2.20504 1.61814 9.06434
C 2.33829 0.37049 9.79090
N 2.84871 3.72531 7.19817
H 3.25355 2.16363 5.09668
H 1.95847 3.18576 4.70274
H 1.59453 1.49174 4.94646
H 0.98986 2.81709 7.05563
H 3.45830 1.12548 7.48148
H 1.84292 0.51438 7.28810
H 3.30505 -0.13254 9.81182
H 1.47302 -0.25525 9.57211
H 2.19337 0.62692 10.84035
H 2.83063 3.65267 8.20539
H 3.79313 3.44029 6.98150
C -4.37524 2.90153 2.01051
C -4.36210 4.45119 2.30404
C -3.03360 4.89187 2.96199
O -3.13712 4.50352 4.38209
C -1.99837 5.04613 5.03721
N -4.59763 4.96950 0.96906
H -5.18515 2.60307 1.34487
H -4.47789 2.41337 2.97966
H -3.49782 2.60701 1.43475
H -5.26790 4.79815 2.80128
H -2.89690 5.97285 2.93191
H -2.17981 4.44712 2.45078
H -1.05663 4.59876 4.71928
H -2.14657 4.76926 6.08099
H -1.97095 6.12977 4.92292
H -4.41431 5.96273 0.97067
H -5.48341 4.90478 0.48812
C -1.35324 -5.98279 -2.59814
C 0.03341 -5.80020 -1.98715
C 1.12046 -5.17727 -2.90672
O 2.42693 -5.04706 -2.29835
C 2.99049 -6.31087 -1.87819
N -0.23458 -4.84505 -0.90639
H -2.02175 -6.49251 -1.90434
H -1.15217 -6.51925 -3.52544
H -1.69564 -4.98292 -2.86482
H 0.37868 -6.75788 -1.59762
H 0.97514 -4.20366 -3.37474
H 1.22534 -5.66914 -3.87377
H 4.07004 -6.21842 -1.99710
H 2.66065 -7.12222 -2.52704
H 2.67723 -6.61573 -0.87967
H -0.61496 -5.36060 -0.12561
H 0.64715 -4.43912 -0.62736
C 1.15361 -0.35256 -4.88952
C 0.96505 -1.53814 -5.87117
C 1.04175 -1.14783 -7.36664
O 0.82156 -2.29592 -8.15963
C 0.77435 -1.95384 -9.52152
N 1.85317 -2.58467 -5.45833
H 1.86324 0.42011 -5.18532
H 1.33309 -0.73816 -3.88593
H 0.20514 0.16924 -4.76217
H -0.02776 -1.95319 -5.69749
H 1.99735 -0.65115 -7.53468
H 0.15963 -0.54563 -7.58415
H 0.41021 -2.86467 -9.99680
H 1.73480 -1.68824 -9.96321
H 0.05554 -1.16091 -9.72805
H 1.91892 -2.49940 -4.45408
H 2.72317 -2.31858 -5.89698
C 3.73326 3.79584 2.56416
C 2.44716 4.07543 1.73498
C 2.00473 5.54282 1.84507
O 1.41832 5.82604 3.13948
C 0.88061 7.10773 3.24047
N 2.83173 3.76835 0.38254
H 4.61177 4.10937 2.00024
H 3.72582 2.72303 2.75680
H 3.85941 4.39189 3.46799
H 1.61695 3.41766 1.99223
H 1.26935 5.86970 1.10990
H 2.79745 6.28899 1.79103
H 1.66185 7.80227 3.54933
H 0.17580 7.02445 4.06775
H 0.30199 7.47586 2.39324
H 2.30242 4.29563 -0.29709
H 3.78450 4.07009 0.23663
C -2.97835 5.27755 -2.37880
C -2.80229 3.73529 -2.15719
C -1.43604 3.38517 -1.59368
O -0.38344 3.83704 -2.43432
C 0.11838 2.89044 -3.36024
N -3.87720 3.24570 -1.26835
H -3.89503 5.23937 -2.96729
H -2.18628 5.72762 -2.97728
H -3.16848 5.95293 -1.54466
H -2.96721 3.17498 -3.07749
H -1.21242 2.35109 -1.33143
H -1.33719 3.95331 -0.66872
H 0.92973 3.30793 -3.95649
H -0.73883 2.55727 -3.94530
H 0.44376 1.98221 -2.85294
H -3.76738 3.65366 -0.35096
H -4.72435 3.70685 -1.56798
C 3.47329 -3.84545 3.22346
C 1.98085 -4.16540 3.40196
C 1.32651 -3.21829 4.34491
O 1.86416 -3.45783 5.60922
C 1.14738 -2.82415 6.68432
N 1.43060 -3.98253 2.05970
H 4.06410 -4.08738 4.10693
H 3.63667 -2.78818 3.01468
H 3.78151 -4.42374 2.35244
H 1.84644 -5.19749 3.72571
H 0.24193 -3.31673 4.29882
H 1.40044 -2.16353 4.08013
H 0.09596 -2.65239 6.45386
H 1.42980 -1.79663 6.91351
H 1.11333 -3.52823 7.51570
H 0.87346 -3.15299 1.91275
H 2.15850 -3.92075 1.36224
C -1.26694 -0.89173 -2.05455
C -1.35629 -0.76430 -0.59689
C 0.09540 -0.63879 0.05116
O -0.06933 0.01602 1.32030
C 1.03061 -0.21162 2.13933
N -2.28460 0.29426 -0.22253
H -2.26834 -0.88658 -2.48498
H -0.87633 -1.89717 -2.21144
H -0.63475 -0.15663 -2.55260
H -1.90113 -1.58973 -0.13872
H 0.78816 -0.06404 -0.56352
H 0.52208 -1.63003 0.20437
H 1.77829 0.53272 1.86545
H 1.51484 -1.18609 2.07586
H 0.86478 -0.02424 3.20022
H -2.03994 1.15527 -0.69039
H -2.19286 0.33090 0.78263
C -5.70512 0.34702 -3.25144
O -6.50976 1.08433 -2.75239
N -5.97373 -0.76403 -3.65409
N -4.43192 0.47362 -3.30747
H -5.25582 -1.35978 -4.04113
H -6.94051 -0.99981 -3.48135
H -3.84918 -0.35080 -3.33639
H -4.11073 1.38822 -3.02385
C 3.19754 1.15962 -2.13049
O 3.17579 2.15932 -2.79188
N 3.26081 1.13257 -0.78134
N 3.29711 -0.05209 -2.51786
H 3.12916 0.21900 -0.37124
H 3.24945 1.98543 -0.24042
H 3.20409 -0.14087 -3.51964
H 3.15304 -0.91612 -2.01507
C 4.79976 -1.97840 -0.01088
O 3.88960 -1.32252 0.50340
N 4.66722 -3.18319 -0.49702
N 5.94544 -1.52761 -0.26638
H 3.72588 -3.52984 -0.61448
H 5.39774 -3.82549 -0.76880
H 6.16203 -0.54315 -0.20310
H 6.64716 -2.14971 -0.64146
C -3.73637 -3.03854 -5.16441
O -3.58486 -2.15804 -4.33983
N -3.07360 -4.13824 -5.05581
N -4.51072 -3.05174 -6.18746
H -2.29685 -4.10048 -4.41136
H -3.21194 -4.84825 -5.76069
H -5.08945 -2.24814 -6.38592
H -4.48899 -3.84865 -6.80760
C -4.07897 -3.96839 -0.29121
O -3.45220 -4.17930 0.70894
N -5.35762 -3.87703 -0.27953
N -3.57190 -3.78875 -1.48850
H -5.83470 -3.68935 -1.14975
H -5.84547 -3.95199 0.60164
H -2.57506 -3.86763 -1.63059
H -4.17715 -3.31506 -2.14378
*
```

The LUMO energy comes out at 0.1 eV. The molecular weight is 1013.384 u.

Löwdin atomic charge list, values in e, 99 entries:
1 C -0.05
2 C -0.44
3 C -0.21
4 O -0.19
5 C -0.10
6 N 0.05
7 H 0.07
8 H 0.06
9 H 0.07
10 H 0.14
11 H 0.13
12 H 0.10
13 H 0.09
14 H 0.08
15 H 0.08
16 H 0.06
17 H 0.06
18 C -0.05
19 C -0.38
20 C -0.15
21 O -0.18
22 C -0.12
23 N -0.01
24 H 0.08
25 H 0.07
26 H 0.06
27 H 0.13
28 H 0.11
29 H 0.12
30 H 0.08
31 H 0.09
32 H 0.08
33 H 0.07
34 H 0.09
35 C -0.06
36 C -0.41
37 C -0.18
38 O -0.22
39 C -0.10
40 N 0.06
41 H 0.09
42 H 0.08
43 H 0.03
44 H 0.12
45 H 0.10
46 H 0.12
47 H 0.08
48 H 0.09
49 H 0.08
50 H 0.08
51 H 0.04
52 C -0.06
53 C -0.42
54 C -0.19
55 O -0.18
56 C -0.12
57 N 0.05
58 H 0.09
59 H 0.05
60 H 0.07
61 H 0.13
62 H 0.13
63 H 0.13
64 H 0.09
65 H 0.09
66 H 0.08
67 H 0.05
68 H 0.08
69 C -0.05
70 C -0.40
71 C -0.17
72 O -0.21
73 C -0.13
74 N 0.03
75 H 0.07
76 H 0.07
77 H 0.08
78 H 0.13
79 H 0.11
80 H 0.13
81 H 0.09
82 H 0.07
83 H 0.09
84 H 0.09
85 H 0.08
86 C -0.04
87 C -0.40
88 C -0.19
89 O -0.19
90 C -0.10
91 N 0.04
92 H 0.07
93 H 0.07
94 H 0.06
95 H 0.12
96 H 0.09
97 H 0.13
98 H 0.09
99 H 0.08



Run B
ORCA calculation (the ωB97M-V functional and the def2-TZVPD basis) on a cluster of 13 separate species, C37H108N18O13 in total.

```
! wB97M-V def2-TZVPD RIJCOSX def2/J DEFGRID3
* xyz 0 1
C 1.27251 -0.60199 4.71342
O 1.41851 -1.07068 3.59460
N 1.81736 -1.09065 5.78951
N 0.54143 0.44095 4.96376
H 1.97381 -0.58725 6.65102
H 2.17817 -2.02212 5.64026
H 0.50975 0.74316 5.92697
H 0.03247 0.91300 4.23012
C 0.33715 4.92431 3.06494
O 0.57841 4.52834 4.15809
N -0.37796 4.40867 2.14888
N 0.77014 6.09191 2.75031
H -0.79759 3.49247 2.21658
H -0.16421 4.79367 1.23993
H 1.33400 6.57449 3.43535
H 0.45364 6.51957 1.89180
C -2.21381 1.62570 3.01784
O -1.10460 1.74019 2.47528
N -2.36129 1.98543 4.26554
N -3.35161 1.18411 2.54089
H -1.59568 2.32491 4.83008
H -3.26064 2.28030 4.61814
H -4.16423 1.17338 3.14059
H -3.41061 0.79722 1.60980
C -0.69727 -2.28287 -4.51180
O -0.37926 -3.24185 -3.82663
N -1.92759 -1.98905 -4.70881
N 0.14818 -1.49956 -5.16956
H -2.68686 -2.28738 -4.11333
H -2.02642 -1.12704 -5.22579
H -0.27543 -0.74650 -5.69259
H 1.11832 -1.48092 -4.88924
C 1.80168 3.36873 -4.22624
O 2.06407 4.15081 -3.32976
N 2.40331 3.27540 -5.39892
N 0.75521 2.61199 -4.22785
H 2.10303 2.63695 -6.12162
H 3.21268 3.87740 -5.45009
H 0.49525 1.97023 -4.96315
H 0.52692 2.31254 -3.29067
C -3.05976 4.75317 -0.92576
C -4.25912 3.88129 -1.39615
C -5.69880 4.31983 -0.94063
O -5.84850 4.48655 0.44301
C -6.00686 3.38266 1.24415
N -4.20269 3.87916 -2.77404
H -2.17516 4.46137 -1.49183
H -2.96227 4.57173 0.14461
H -3.17464 5.83646 -0.96299
H -4.24072 2.89848 -0.92514
H -6.42434 3.55559 -1.21924
H -6.07259 5.17453 -1.50441
H -6.91030 2.80586 1.04617
H -6.08189 3.79224 2.25148
H -5.05084 2.85913 1.24945
H -4.53716 4.76407 -3.12782
H -4.97435 3.32905 -3.12335
C 2.31681 4.77366 -0.27379
C 2.69813 6.22470 -0.52149
C 4.22358 6.30579 -0.70875
O 5.00011 5.61195 0.31542
C 6.35233 5.77207 0.24954
N 1.95397 6.76403 -1.62004
H 2.80208 4.03325 -0.90972
H 1.25918 4.52230 -0.19422
H 2.72740 4.43228 0.67646
H 2.44167 6.83622 0.34360
H 4.54524 7.33856 -0.57451
H 4.51122 6.00144 -1.71509
H 6.71507 6.71083 0.66815
H 6.79665 5.65648 -0.73905
H 6.88948 5.04206 0.85507
H 2.42620 7.57479 -1.99390
H 1.77710 6.05016 -2.31228
C -3.01500 -2.36966 4.46383
C -2.34909 -3.57526 3.93903
C -0.85536 -3.37683 3.95135
O -0.13429 -4.53414 3.54435
C 1.08118 -4.25771 2.92648
N -2.73078 -4.71106 4.75947
H -3.74838 -2.55383 5.24889
H -3.47177 -1.91194 3.58636
H -2.42223 -1.58193 4.92881
H -2.62583 -3.78653 2.90613
H -0.44747 -3.09899 4.92322
H -0.61159 -2.54348 3.29241
H 0.99692 -3.62724 2.04133
H 1.50995 -5.15118 2.47265
H 1.82604 -3.91695 3.64563
H -2.31447 -4.53040 5.66178
H -2.09650 -5.38939 4.36241
C 0.70428 -1.13751 -0.10708
C 1.01996 0.33160 0.02074
C -0.10754 1.18879 -0.61450
O -0.35325 0.73581 -1.98851
C -1.71152 0.94225 -2.30259
N 1.13137 0.62904 1.43385
H 1.46240 -1.71106 0.42620
H 0.70145 -1.35460 -1.17524
H -0.26091 -1.44833 0.29281
H 1.96164 0.58798 -0.46466
H 0.26618 2.20759 -0.71687
H -1.02689 1.15352 -0.02998
H -1.80193 0.60444 -3.33497
H -1.89019 2.01579 -2.36336
H -2.43014 0.48731 -1.62088
H 1.07243 -0.10631 2.12370
H 0.32815 1.14554 1.76271
C -6.51454 -5.50412 -2.56482
C -5.85802 -4.98940 -1.30169
C -4.73658 -3.99578 -1.51645
O -4.14129 -3.64501 -0.28123
C -3.25464 -2.50621 -0.26307
N -7.00463 -4.35064 -0.57540
H -5.73075 -6.09743 -3.03573
H -6.84269 -4.62737 -3.12316
H -7.38631 -6.15553 -2.50330
H -5.49271 -5.85965 -0.75641
H -5.12978 -3.16452 -2.10169
H -4.02674 -4.63375 -2.04297
H -2.20009 -2.72114 -0.43578
H -3.18397 -2.02090 0.71037
H -3.47493 -1.69325 -0.95493
H -7.56780 -5.02340 -0.07508
H -6.98282 -3.48281 -0.05916
C -0.74778 -5.08140 -0.20569
C -0.11756 -6.37477 -0.55178
C -1.05817 -7.66484 -0.87910
O -0.14599 -8.72800 -0.76918
C -0.68725 -10.02847 -0.80142
N 0.93127 -6.11047 -1.56308
H -1.54356 -5.27163 0.51448
H -1.30077 -4.71556 -1.07083
H -0.08014 -4.27950 0.10941
H 0.47805 -6.61383 0.32925
H -1.44812 -7.50649 -1.88457
H -1.95940 -7.61183 -0.26829
H 0.23713 -10.59940 -0.71389
H -1.23487 -10.19526 -1.72900
H -1.33488 -10.30601 0.03023
H 1.42544 -6.98284 -1.68496
H 0.43824 -6.07468 -2.44385
C 3.54390 -1.94141 -2.32006
C 3.38151 -1.40929 -3.78425
C 4.71682 -0.69909 -4.19263
O 5.17277 0.32106 -3.28303
C 4.32516 1.44104 -3.34449
N 2.93781 -2.53309 -4.62435
H 2.74109 -2.56859 -1.93245
H 3.62915 -1.17240 -1.55230
H 4.41315 -2.56515 -2.11160
H 2.55855 -0.71273 -3.62409
H 4.66398 -0.31751 -5.21228
H 5.48082 -1.46922 -4.08624
H 4.73375 2.16353 -2.63797
H 3.31274 1.24285 -2.99259
H 4.37763 2.00044 -4.27853
H 2.59376 -3.14204 -3.89571
H 3.74271 -3.04176 -4.96121
C 4.64761 2.03392 0.26522
C 4.76627 1.43392 1.72913
C 4.31647 2.50280 2.69794
O 4.52518 2.08306 4.02944
C 3.98552 2.94465 4.97681
N 4.07437 0.14706 1.73770
H 5.16158 2.98693 0.13986
H 3.66274 2.23601 -0.15582
H 5.14631 1.32762 -0.39851
H 5.83125 1.21820 1.81506
H 3.27036 2.77228 2.55257
H 4.88220 3.41878 2.52754
H 4.21668 2.55752 5.96918
H 2.92351 2.70235 4.93771
H 4.42382 3.94031 4.90858
H 3.95794 -0.07714 2.71559
H 3.09602 0.31579 1.55209
*
```

The LUMO energy comes out at -0.1 eV. The molecular weight is 1013.384 u.

Löwdin atomic charge list, values in e, 99 entries:
1 C -0.75
2 O 0.01
3 N 0.18
4 N 0.21
5 H 0.12
6 H 0.12
7 H 0.12
8 H 0.08
9 C -0.86
10 O 0.04
11 N 0.21
12 N 0.17
13 H 0.07
14 H 0.09
15 H 0.13
16 H 0.11
17 C -0.68
18 O -0.03
19 N 0.18
20 N 0.20
21 H 0.12
22 H 0.12
23 H 0.12
24 H 0.12
25 C -0.78
26 O 0.02
27 N 0.17
28 N 0.18
29 H 0.12
30 H 0.10
31 H 0.09
32 H 0.06
33 C -0.77
34 O 0.04
35 N 0.16
36 N 0.19
37 H 0.11
38 H 0.12
39 H 0.11
40 H 0.09
41 C -0.03
42 C -0.47
43 C -0.19
44 O -0.18
45 C -0.13
46 N 0.03
47 H 0.07
48 H 0.06
49 H 0.08
50 H 0.12
51 H 0.12
52 H 0.12
53 H 0.10
54 H 0.09
55 H 0.06
56 H 0.08
57 H 0.08
58 C -0.07
59 C -0.44
60 C -0.15
61 O -0.20
62 C -0.17
63 N 0.05
64 H 0.06
65 H 0.06
66 H 0.07
67 H 0.12
68 H 0.12
69 H 0.13
70 H 0.08
71 H 0.09
72 H 0.08
73 H 0.07
74 H 0.04
75 C -0.07
76 C -0.46
77 C -0.21
78 O -0.18
79 C -0.12
80 N 0.05
81 H 0.08
82 H 0.06
83 H 0.07
84 H 0.14
85 H 0.13
86 H 0.11
87 H 0.07
88 H 0.09
89 H 0.08
90 H 0.07
91 H 0.06
92 C -0.05
93 C -0.40
94 C -0.13
95 O -0.22
96 C -0.12
97 N 0.04
98 H 0.08
99 H 0.07



Run C
ORCA calculation (the ωB97M-V functional and the def2-TZVPD basis) on a cluster of 13 separate species, C37H108N18O13 in total.

```
! wB97M-V def2-TZVPD RIJCOSX def2/J DEFGRID3
* xyz 0 1
C -6.23510 19.34742 27.20516
O -5.56126 18.78934 28.07771
N -5.87072 19.26581 25.83319
N -7.38157 20.20910 27.49906
H -6.61394 19.28560 25.14959
H -5.04952 18.82910 25.44422
H -8.07849 20.34131 26.76315
H -7.84742 19.99608 28.39953
C -4.29528 18.36610 21.78776
O -5.22879 18.51121 22.53895
N -3.10453 19.03113 21.94839
N -4.36922 17.49962 20.72008
H -3.11299 19.96735 22.31176
H -2.54374 19.02142 21.07588
H -5.27637 17.03149 20.53481
H -3.57052 17.14049 20.28116
C -10.73563 12.62951 27.64038
O -10.80578 13.02237 26.47125
N -11.89605 12.16299 28.27725
N -9.60054 12.51376 28.35923
H -11.93051 11.81868 29.22498
H -12.78492 12.19789 27.81821
H -9.57493 11.92083 29.14745
H -8.69464 12.85704 28.05477
C -3.47042 8.42847 22.48924
O -2.60849 8.81935 21.70914
N -4.24017 9.32578 23.29192
N -3.91693 7.04524 22.79130
H -5.09604 9.01417 23.73739
H -4.17335 10.31817 23.11102
H -3.40716 6.23751 22.46694
H -4.42058 6.92216 23.66148
C -5.54124 13.39950 23.17633
O -5.17368 12.25671 22.93137
N -6.81684 13.80808 23.35977
N -4.74488 14.48230 23.16100
H -6.99050 14.75610 23.68840
H -7.49854 13.09331 23.30262
H -5.09483 15.31062 23.54650
H -3.75547 14.40719 23.28954
C -7.28099 15.55490 17.94008
C -7.93354 15.68945 19.33109
C -8.90799 14.55935 19.67105
O -9.98548 14.65849 18.77007
C -10.59625 13.46977 18.36879
N -6.81211 15.79684 20.28934
H -7.92837 15.81619 17.11795
H -7.03201 14.49602 17.75959
H -6.38385 16.15605 17.83333
H -8.48989 16.61840 19.41531
H -9.29133 14.72121 20.69851
H -8.43063 13.55662 19.67938
H -10.51267 12.78660 19.20671
H -10.07754 13.11041 17.48968
H -11.63742 13.69444 18.17792
H -7.14842 15.94248 21.23576
H -6.14416 15.03440 20.20403
C -8.85837 19.22899 22.01629
C -9.10000 18.11555 23.08885
C -10.33115 17.24396 22.81193
O -10.42885 16.16208 23.76598
C -11.56013 15.30613 23.70026
N -7.92268 17.21520 23.01375
H -7.86888 19.66329 22.18274
H -9.53090 20.04877 22.14866
H -8.85927 18.93454 20.95598
H -9.18473 18.54839 24.07735
H -10.29699 16.84162 21.79152
H -11.25534 17.80407 22.83246
H -12.42256 15.76458 24.18103
H -11.25308 14.44904 24.28733
H -11.77885 15.04713 22.67192
H -7.84948 16.71040 23.89074
H -7.03930 17.65615 22.77013
C -6.38230 11.42669 20.03270
C -5.13622 10.47775 19.97732
C -5.05853 9.58446 18.73515
O -6.10761 8.65644 18.69766
C -6.16336 7.92258 17.44935
N -3.92638 11.31979 20.00217
H -6.19011 12.26536 19.37238
H -6.58293 11.73017 21.03854
H -7.21949 10.82170 19.74246
H -5.08295 9.73434 20.79600
H -4.12208 9.01514 18.70681
H -5.08579 10.22534 17.81697
H -5.38857 7.16710 17.53904
H -5.92968 8.60566 16.61302
H -7.13311 7.44213 17.43833
H -3.22488 10.70786 20.45078
H -4.01956 12.01030 20.76729
C -1.85219 11.17787 16.67402
C -1.32981 12.45298 17.27350
C -0.60859 13.23869 16.20944
O 0.33403 12.40336 15.48413
C 1.51248 12.00420 16.24124
N -2.32476 13.38985 17.89433
H -2.44141 10.65370 17.43705
H -1.19889 10.43300 16.22463
H -2.56829 11.43374 15.87672
H -0.56574 12.17518 18.01966
H -0.05721 14.06971 16.67038
H -1.33797 13.52977 15.46984
H 1.83739 12.78348 16.95277
H 2.27747 11.86599 15.46061
H 1.37986 11.07873 16.82111
H -2.60613 12.92324 18.75169
H -3.14672 13.41297 17.28909
C -8.18452 10.22270 24.97869
C -8.38209 9.40512 23.72414
C -7.92917 10.19623 22.46341
O -8.63736 11.51622 22.40365
C -9.99114 11.25271 21.94092
N -7.44806 8.18247 23.92019
H -7.19276 10.67132 25.05505
H -8.34485 9.55344 25.82824
H -8.96110 10.99714 25.07676
H -9.42934 9.05903 23.65537
H -8.10928 9.57729 21.52853
H -6.89237 10.46246 22.66355
H -10.44454 12.17329 21.64820
H -10.59467 10.71623 22.68711
H -9.94972 10.63116 21.02331
H -7.55033 7.57414 23.12721
H -7.83763 7.57939 24.65782
C -0.67256 11.10772 24.68930
C -1.25509 12.49440 24.48735
C -1.28835 12.84665 23.01703
O -1.69059 14.15359 22.89760
C -1.88790 14.76950 21.60400
N -2.53834 12.56992 25.13070
H 0.36260 10.91769 24.39198
H -1.25933 10.25630 24.31154
H -0.67158 10.91964 25.77151
H -0.59976 13.30132 24.87511
H -1.89880 12.10425 22.46902
H -0.26029 12.68768 22.65707
H -0.95117 15.09386 21.12798
H -2.51975 15.64307 21.77673
H -2.50589 14.12676 20.93973
H -3.25489 12.13975 24.51465
H -2.86892 13.50805 25.35024
C -1.52413 16.26613 27.63106
C -2.38604 16.89079 26.49580
C -1.71579 16.64815 25.17591
O -0.35137 17.05776 25.24428
C 0.34105 16.78183 24.02976
N -3.76580 16.38482 26.53114
H -1.98756 16.52183 28.59160
H -0.50313 16.72380 27.73533
H -1.48418 15.18319 27.51714
H -2.33110 17.97268 26.62272
H -2.14231 17.21161 24.34699
H -1.79352 15.56763 24.90026
H 0.29857 15.72832 23.75465
H 1.36666 17.04342 24.17477
H -0.12487 17.24792 23.17090
H -4.18159 16.70861 27.39423
H -4.26051 16.89407 25.75049
C -8.12127 16.83825 27.37996
C -7.28852 15.56701 27.00181
C -6.98077 14.69070 28.21675
O -6.69410 13.34673 27.81359
C -5.36812 13.24704 27.31068
N -8.03496 15.02737 25.86855
H -8.25479 17.46526 26.50861
H -7.59075 17.42656 28.15186
H -9.11220 16.53375 27.72850
H -6.27510 15.84637 26.65015
H -7.86802 14.66056 28.87973
H -6.15744 15.12614 28.79332
H -5.19110 13.84285 26.42655
H -5.14346 12.21450 27.14115
H -4.63505 13.44867 28.10717
H -9.02674 14.94732 26.06821
H -7.72807 14.10008 25.56237
*
```

The LUMO energy comes out at 0.5 eV. The molecular weight is 1013.384 u.

Löwdin atomic charge list, values in e, 99 entries:
1 C -0.59
2 O 0.00
3 N 0.15
4 N 0.12
5 H 0.07
6 H 0.07
7 H 0.08
8 H 0.10
9 C -0.67
10 O 0.01
11 N 0.14
12 N 0.17
13 H 0.10
14 H 0.11
15 H 0.07
16 H 0.07
17 C -0.64
18 O 0.00
19 N 0.13
20 N 0.18
21 H 0.09
22 H 0.09
23 H 0.09
24 H 0.07
25 C -0.55
26 O 0.01
27 N 0.14
28 N 0.11
29 H 0.05
30 H 0.05
31 H 0.08
32 H 0.07
33 C -0.65
34 O 0.00
35 N 0.20
36 N 0.21
37 H 0.07
38 H 0.07
39 H 0.07
40 H 0.06
41 C -0.05
42 C -0.39
43 C -0.20
44 O -0.20
45 C -0.09
46 N 0.03
47 H 0.07
48 H 0.08
49 H 0.07
50 H 0.13
51 H 0.12
52 H 0.12
53 H 0.07
54 H 0.09
55 H 0.09
56 H 0.03
57 H 0.08
58 C -0.04
59 C -0.38
60 C -0.19
61 O -0.22
62 C -0.09
63 N 0.05
64 H 0.06
65 H 0.06
66 H 0.08
67 H 0.12
68 H 0.11
69 H 0.12
70 H 0.08
71 H 0.07
72 H 0.08
73 H 0.03
74 H 0.02
75 C -0.04
76 C -0.39
77 C -0.24
78 O -0.21
79 C -0.07
80 N 0.05
81 H 0.07
82 H 0.02
83 H 0.06
84 H 0.12
85 H 0.12
86 H 0.13
87 H 0.08
88 H 0.09
89 H 0.08
90 H 0.06
91 H 0.05
92 C -0.07
93 C -0.46
94 C -0.21
95 O -0.22
96 C -0.10
97 N 0.05
98 H 0.06
99 H 0.08



Most stable: run C (next structure +570.5 kJ/mol)